ORCA calculation (the ωB97M-V functional and the def2-TZVPD basis) on a structure of composition C29H79BaF3N5O16S.

Molar mass   980.4 g mol⁻¹
HOMO level   -9.830 eV
Lowest unoccupied orbital energy   -7.5086 eV
Relative energy (zero: lowest compared OMol25 entry of this formula, charge and spin)   225.7 kcal/mol
Electronic energy   -3352.4841 a.u.

```
! wB97M-V def2-TZVPD RIJCOSX def2/J DEFGRID3
* xyz 1 1
Ba -5.53364 -4.99084 -1.35324
C 0.22646 0.10241 -1.18270
F -0.57386 0.80591 -1.96476
F 1.18826 -0.55263 -1.98016
F 0.82756 1.02136 -0.41237
S -0.74444 -1.16057 0.01917
O -1.94777 -1.66652 -0.73808
O 0.26141 -2.17025 0.45172
O -1.10449 -0.27130 1.18948
C -6.18277 2.69268 0.16153
C -6.85816 4.07189 0.52383
O -8.28542 4.04839 0.34468
O -6.46741 1.83920 1.22875
H -5.12299 2.94662 0.18324
H -6.49582 2.42156 -0.84673
H -6.38706 4.77015 -0.16798
H -6.62421 4.35895 1.54899
H -8.63535 4.83950 -0.07162
H -5.95590 1.04257 1.06953
C -1.87637 1.37846 7.38539
C -2.74011 1.84143 6.28519
O -3.24483 0.65055 5.74508
O -2.72462 0.69742 8.32446
H -1.27850 2.17116 7.83513
H -1.11829 0.62655 7.16615
H -2.16476 2.52492 5.66075
H -3.59833 2.37693 6.69115
H -2.94537 0.68275 4.83355
H -2.18463 0.62938 9.11528
C 3.79612 -6.14335 3.23826
C 5.09459 -6.50588 2.48710
O 4.90504 -7.81162 1.90842
O 2.58393 -6.43205 2.56952
H 3.74221 -5.10311 3.55938
H 3.61580 -6.68122 4.16899
H 5.96864 -6.30536 3.10673
H 5.27075 -5.82524 1.65415
H 5.81125 -8.02470 1.67390
H 2.26752 -5.60825 2.19162
C 2.90823 -6.83149 -5.62622
C 2.23815 -5.51888 -5.25405
O 0.85090 -5.61157 -4.89967
O 3.04450 -7.67015 -4.47869
H 3.96182 -6.68585 -5.86460
H 2.41268 -7.24223 -6.50588
H 2.48332 -4.87318 -6.09729
H 2.61595 -5.14160 -4.30377
H 0.82127 -6.19500 -4.13787
H 2.21711 -7.87649 -4.03772
C -4.93057 -5.60477 10.30196
C -4.39417 -4.54223 9.31841
C -3.70502 -4.97833 8.03367
O -3.27421 -3.78693 7.36583
C -2.58148 -4.18153 6.15381
N -5.49143 -3.59828 9.19916
H -5.09809 -5.02931 11.21240
H -4.16457 -6.33687 10.55767
H -5.84622 -6.09736 9.97482
H -3.64021 -3.99261 9.88193
H -4.36047 -5.58275 7.40665
H -2.96250 -5.71977 8.32869
H -2.89449 -3.59709 5.28861
H -2.64992 -5.24311 5.91622
H -1.50016 -4.05655 6.21057
H -6.37833 -4.02051 8.96411
H -5.70826 -3.28185 10.13349
C 2.13389 6.11127 -6.68275
C 3.66544 6.00859 -7.15142
C 4.33616 4.66484 -6.78959
O 4.54895 4.73732 -5.38924
C 5.06073 3.60681 -4.74023
N 3.74868 6.20509 -8.57041
H 1.56425 5.19939 -6.86181
H 1.51679 6.88400 -7.14120
H 2.12857 6.36452 -5.62259
H 4.18150 6.75206 -6.54395
H 5.27483 4.58669 -7.33811
H 3.74979 3.76973 -6.99707
H 6.05749 3.51484 -5.17164
H 4.61226 2.65124 -5.01199
H 5.13776 3.70426 -3.65733
H 3.54351 7.16277 -8.81707
H 2.95596 5.70068 -8.94093
C -5.52739 -3.17375 -7.16647
C -4.15129 -3.76041 -7.04853
C -3.11126 -3.29443 -8.09335
O -2.88086 -1.90000 -8.04562
C -1.62824 -1.45970 -8.60175
N -3.65460 -3.30594 -5.67392
H -5.99318 -3.71631 -7.98913
H -5.42477 -2.11975 -7.42465
H -6.16920 -3.27571 -6.29138
H -4.16479 -4.84529 -7.15316
H -3.40196 -3.57653 -9.10528
H -2.15090 -3.72684 -7.81256
H -0.70628 -1.99206 -8.36792
H -1.57758 -0.41413 -8.29794
H -1.67469 -1.52684 -9.68869
H -2.69451 -3.61297 -5.73771
H -3.61444 -2.29748 -5.71239
C 8.31790 -0.79879 0.56914
C 7.05103 -1.44324 1.13992
C 6.21396 -0.47415 1.92346
O 5.04832 -1.16360 2.31372
C 4.19573 -0.40550 3.20880
N 6.48478 -1.89644 -0.11956
H 8.89638 -1.50556 -0.02577
H 8.88671 -0.45768 1.43414
H 7.98694 -0.09647 -0.19591
H 7.28115 -2.34996 1.69940
H 6.08769 0.43710 1.33885
H 6.76963 -0.17241 2.81132
H 4.68002 -0.37043 4.18469
H 3.26761 -0.95637 3.36125
H 3.82835 0.53950 2.80868
H 6.56422 -1.12285 -0.76403
H 5.54135 -2.24500 -0.02708
C 0.65788 9.04401 3.01938
C -0.29628 9.16321 1.82498
C -1.42404 8.08799 1.86426
O -2.09816 7.78809 0.65150
C -1.31371 6.93942 -0.20437
N -0.71679 10.57019 1.81847
H 1.16395 8.08027 3.07601
H 0.00658 9.09787 3.89174
H 1.37160 9.84321 3.21937
H 0.19624 8.96215 0.87361
H -2.12210 8.43002 2.62834
H -1.16178 7.09033 2.21637
H -1.81781 6.73888 -1.14976
H -1.03924 6.00519 0.28553
H -0.41335 7.44956 -0.54672
H -1.12339 10.71915 2.73094
H -1.40025 10.85475 1.13144
*
```